Entry 1:
Density functional theory data (ωB97M-V/def2-TZVPD) for a structure of composition C5H7O4Tl at a distorted geometry.

```
17
Properties=species:S:1:pos:R:3
H 3.187 -0.667 -0.392
Tl 2.515 2.478 -0.383
O 3.286 1.098 0.647
O 1.696 -0.555 0.987
C 0.364 -0.115 0.775
C 0.345 0.201 -0.711
O 1.688 0.734 -0.894
C 2.580 0.101 0.118
H -0.319 -0.926 1.052
H 0.150 0.782 1.376
H -0.368 0.981 -0.997
H 0.257 -0.706 -1.323
H -2.902 -0.870 -1.459
O -3.925 0.590 1.127
C -2.804 -1.025 -0.384
C -3.411 -0.183 0.428
H -2.337 -1.918 0.031
```

ΔE to the lowest compared entry with this formula, charge and spin   0.0 kJ/mol
2S+1   1
Net charge   +2
Molar mass   335.49 g/mol
Frontier orbital gap (alpha / beta)   7.72 / 4.87 eV


Entry 2:
Density functional theory data (ωB97M-V/def2-TZVPD) for a structure of composition C5H7O4Tm at a distorted geometry.

```
17
Properties=species:S:1:pos:R:3
O -2.107 1.683 -0.220
Tm -0.102 0.965 -0.218
C -3.262 0.886 -0.134
C -2.918 -0.457 0.430
H -4.017 1.379 0.508
H -3.723 0.765 -1.133
H -2.178 -0.544 1.232
H -3.292 -1.374 -0.033
C 1.529 -2.025 -1.103
C 1.507 -0.788 -0.598
H 0.644 -2.396 -1.623
H 2.418 -2.666 -1.098
O 2.777 -0.430 0.008
C 2.822 0.726 0.601
O 1.875 1.511 0.710
O 4.005 0.952 1.116
H 4.023 1.815 1.552
```

ΔE to the lowest compared entry with this formula, charge and spin   0.0 kJ/mol
2S+1   4
Net charge   +1
Molar mass   300.04 g/mol
Frontier orbital gap (alpha / beta)   7.24 / 8.18 eV
<S²>   3.756


Entry 3:
Density functional theory data (ωB97M-V/def2-TZVPD) for a structure of composition C5H7O5Rh at a distorted geometry.

```
18
Properties=species:S:1:pos:R:3
O -4.149 0.141 -0.620
C -3.663 -0.552 0.213
O -3.676 -0.874 1.356
O -1.680 -1.957 -1.829
C -1.782 -1.345 -0.764
O -0.499 -1.222 -0.200
C -0.267 -0.308 0.872
C 1.099 0.322 0.796
O 1.321 0.785 -0.517
C 2.519 1.518 -0.661
Rh 0.648 -1.960 -1.734
H -0.365 -0.881 1.803
H -1.024 0.484 0.820
H 1.876 -0.415 1.066
H 1.142 1.153 1.522
H 2.661 1.691 -1.734
H 2.447 2.463 -0.099
H 3.392 0.957 -0.291
```

ΔE to the lowest compared entry with this formula, charge and spin   196.3 kJ/mol
2S+1   6
Net charge   +1
Molar mass   250.01 g/mol
Frontier orbital gap (alpha / beta)   6.43 / 3.59 eV
<S²>   8.800


Entry 4:
Density functional theory data (ωB97M-V/def2-TZVPD) for an isolated molecule of C5H7OP at a distorted geometry.

```
14
Properties=species:S:1:pos:R:3
C -1.052 1.168 -1.685
C -1.478 1.496 -0.387
C 0.205 0.724 -1.867
C -0.545 1.387 0.617
C 0.886 -1.851 1.211
O 0.672 -1.028 0.090
P 1.060 0.597 -0.221
H -1.635 1.399 -2.553
H -2.467 1.843 -0.114
H 0.656 0.460 -2.860
H -0.603 1.502 1.759
H 1.346 -1.420 2.099
H 1.564 -2.571 0.855
H -0.037 -2.327 1.498
```

SMILES string   COP1=CC=CC=1
ΔE to the lowest compared entry with this formula, charge and spin   142.3 kJ/mol
2S+1   1
Molar mass   114.08 g/mol
Frontier orbital gap   8.54 eV


Entry 5:
Density functional theory data (ωB97M-V/def2-TZVPD) for an isolated molecule of C5H7OP at a distorted geometry.

```
14
Properties=species:S:1:pos:R:3
C 0.942 -1.096 -0.739
C 1.728 -1.026 0.574
C -0.414 -0.963 -0.900
C 1.172 -0.794 1.667
C -1.250 1.801 -0.126
O -2.208 0.781 0.080
P -1.702 -0.735 0.397
H 1.628 -1.363 -1.497
H 2.763 -1.099 0.310
H -0.928 -0.831 -1.847
H 1.338 -0.940 2.705
H -0.674 1.643 -0.993
H -0.655 1.986 0.781
H -1.741 2.637 -0.413
```

ΔE to the lowest compared entry with this formula, charge and spin   426.5 kJ/mol
2S+1   1
Molar mass   114.08 g/mol
Frontier orbital gap (alpha / beta)   7.42 / 8.12 eV


Entry 6:
Density functional theory data (ωB97M-V/def2-TZVPD) for an isolated molecule of C5H7OP at a distorted geometry.

```
14
Properties=species:S:1:pos:R:3
C -0.396 0.805 -0.659
C 0.774 0.412 -1.421
C -0.031 1.405 0.578
C -0.564 0.261 0.897
C -1.441 -0.636 1.673
O 2.562 -1.227 -2.527
P 1.599 -1.063 -1.424
H -1.161 1.387 -1.182
H 0.802 0.870 -2.401
H 0.839 1.846 0.861
H -2.386 -0.834 1.169
H -1.508 0.139 2.521
H -1.120 -1.591 2.164
H 2.030 -1.775 -0.249
```

ΔE to the lowest compared entry with this formula, charge and spin   463.4 kJ/mol
2S+1   1
Molar mass   114.08 g/mol
Frontier orbital gap (alpha / beta)   7.85 / 7.85 eV


ΔE to the lowest compared entry with this formula, charge and spin of number 2 (C5H7O4Tm)?
0.0 kJ/mol


What is the 2S+1 in the fourth record?
1